Formula: C27H36Ge2InN3OS2
Source: the Open Molecules 2025 dataset
Level of theory: the ωB97M-V functional and the def2-TZVPD basis

Structure (ORCA input):
```
! wB97M-V def2-TZVPD RIJCOSX def2/J DEFGRID3
* xyz 1 2
In 2.29641 1.09530 -0.47105
C 5.91125 -1.38672 2.69144
S 4.23860 -1.08201 3.28565
C 3.68082 0.22510 2.27171
S 4.55853 0.74886 0.86173
N 2.56188 0.73660 2.69252
N 2.00837 1.59288 1.78931
C 1.29127 2.56395 2.16928
C 0.71940 3.44196 1.13434
C 0.06392 4.61371 1.46329
C -0.39319 5.43307 0.44329
C -0.19278 5.05194 -0.87292
C 0.46888 3.86060 -1.11962
N 0.92015 3.08009 -0.13736
H 6.32157 -2.13290 3.37044
H 6.50847 -0.48017 2.74828
H 5.90721 -1.77560 1.67733
H 1.14729 2.79180 3.22170
H -0.06743 4.88163 2.50362
H -0.89223 6.36479 0.67567
H -0.52956 5.66712 -1.69554
H 0.66090 3.52691 -2.13147
C -0.98223 1.47942 -3.37144
Ge -1.80848 -0.15337 -2.68639
C -1.40981 -1.57464 -3.95905
C -3.73759 0.05826 -2.54015
Ge -0.94547 -0.62819 -0.45323
C -1.23132 0.90491 0.72174
C -1.94714 1.99656 0.21602
C -2.48337 2.96366 1.05983
C -2.31047 2.85310 2.43157
C -1.58578 1.78788 2.95325
C -1.05199 0.82603 2.10718
C -1.65362 -2.14591 0.51138
C -1.06312 -2.56370 1.70687
C -1.56234 -3.66197 2.39090
C -2.65750 -4.35567 1.88866
C -3.25592 -3.94608 0.70709
C -2.75136 -2.84818 0.01924
H -1.20332 1.54527 -4.43815
H 0.10352 1.44841 -3.25025
H -1.36582 2.37650 -2.88464
H -2.11867 -1.50269 -4.78554
H -1.50079 -2.56658 -3.51717
H -0.40673 -1.46202 -4.36555
H -4.14729 0.32178 -3.51672
H -4.00237 0.83886 -1.82669
H -4.20119 -0.87290 -2.21324
H -2.11349 2.08635 -0.85039
H -3.05471 3.78612 0.64630
H -2.74866 3.58875 3.09444
H -1.46134 1.68831 4.02510
H -0.51117 -0.00262 2.54333
H -0.18911 -2.05333 2.09460
H -1.09410 -3.98146 3.31344
H -3.03906 -5.21929 2.41741
H -4.11150 -4.48204 0.31711
H -3.21915 -2.54617 -0.91198
C 2.11613 -1.67433 -2.39977
C 1.61694 -2.01813 -1.00131
C 2.77816 -2.31523 -0.06740
C 0.72921 -3.25396 -1.09485
O 0.89619 -0.84486 -0.45776
H 2.70395 -2.49966 -2.80297
H 2.75568 -0.78655 -2.39476
H 1.27820 -1.48693 -3.06999
H 3.19310 -3.29985 -0.28852
H 2.43431 -2.31559 0.96818
H 3.58236 -1.58849 -0.16807
H 1.29510 -4.04405 -1.58835
H -0.16874 -3.06389 -1.68739
H 0.42213 -3.61079 -0.11355
*
```

Output
* energy relative to the best compared isomer or geometry (same formula, charge and spin): 22.0 kJ/mol
* gap between HOMO and LUMO (spin up / spin down): 6.906 / 6.358 eV